130
Properties=species:S:1:pos:R:3 method="wB97M-V/def2-TZVPD" e_above_lowest_kj_mol=43.0 homo_ev="-9.675 / -9.674" spin_multiplicity=6 total_charge=+1 lumo_energy_ev="-5.88 / -6.16"
C -0.508 -5.428 0.702
C -3.882 3.665 -0.630
H 0.996 -3.945 0.103
C 1.767 2.572 4.317
H -1.993 6.835 3.712
O -4.801 0.309 -0.546
H 1.866 2.345 3.254
H -6.964 2.448 -3.038
H -1.679 6.069 1.376
C 0.085 -7.666 1.998
N -5.637 1.347 -1.050
C 1.698 6.380 3.752
H 5.732 -2.667 -5.083
H 5.270 -0.867 -0.397
F -0.341 -1.884 -1.217
C 5.061 -0.649 -4.698
H 3.589 -2.833 -3.863
H -4.361 4.569 -1.021
H 2.300 -6.700 0.645
H 6.364 -1.442 -1.603
H -2.502 -5.466 0.136
H 3.136 4.953 4.621
H -5.047 3.904 1.120
H -5.376 0.188 -3.546
H 2.772 -7.833 -0.694
H 5.840 -0.291 -5.377
C 4.766 0.437 -3.632
H 0.171 7.334 2.569
C 2.289 4.970 3.939
H 6.082 1.768 -2.340
H 4.364 0.892 -1.132
O -1.974 -0.234 -0.561
H 2.789 2.436 4.671
S -0.723 -0.749 -0.125
H -1.827 -6.741 1.794
S 0.833 0.777 0.832
N 0.051 4.040 3.472
H -0.939 -5.568 -2.170
H -5.785 2.777 -4.125
C 2.139 -6.998 -0.389
H 0.217 -3.599 1.610
H -0.612 -8.100 -2.109
H -2.874 3.976 -0.356
H 3.747 2.383 -3.814
H 3.157 -3.035 -0.637
H 6.485 -1.863 -3.674
H -7.681 3.654 0.465
C 5.556 -2.020 -4.226
C 1.172 3.983 4.419
C -5.000 1.901 -2.280
C -3.755 2.737 -1.854
H -4.248 1.291 -4.232
H 1.341 6.903 4.636
C 3.957 1.503 -4.427
C 0.647 -7.401 -0.502
H -2.244 4.527 1.966
C 6.101 0.991 -3.110
C -0.533 5.334 3.137
H -0.418 -8.167 2.821
C -7.059 3.354 -0.379
H 4.404 1.740 -5.385
C -4.716 3.060 0.512
N -0.221 -6.218 -0.516
H 4.808 -3.564 -2.898
O -0.645 -1.483 1.107
H -0.637 -5.852 2.781
N 0.641 0.207 -0.607
C -0.795 -6.394 1.844
C 3.056 -2.194 -1.321
C 0.433 -8.171 -1.813
H 1.100 1.794 4.690
O -0.219 1.572 1.405
N 3.930 -0.254 -2.628
C 5.393 -1.647 -1.153
O 1.727 0.020 1.655
H 2.491 6.954 3.262
H 0.980 -9.145 0.701
H 0.762 5.382 6.094
H 6.736 1.456 -3.865
H -7.761 2.916 -1.090
H -3.905 0.577 -0.789
C 0.602 -4.421 1.002
H -6.689 4.308 -0.755
H 2.607 4.612 2.956
H -0.708 4.638 1.097
H -0.923 6.344 5.013
H 1.415 -4.814 1.618
H -5.883 3.874 -2.676
C 0.554 6.327 2.720
H -5.790 0.874 1.595
H -2.953 2.004 -1.703
H -2.193 5.289 4.595
H 1.111 -7.742 -2.555
H 2.112 -2.354 -1.862
C -1.478 5.977 4.143
C -4.542 0.842 -3.283
O 3.536 0.596 -1.558
H -3.421 3.377 -2.676
C 0.817 4.318 5.877
H -2.211 -4.214 1.365
H 1.613 3.927 6.521
H -7.419 1.095 0.915
H 1.111 -7.359 2.208
H 2.981 1.009 -4.551
H 5.482 -2.619 -0.674
H 2.715 -1.435 -0.602
H -0.898 2.517 2.933
F 1.770 2.036 0.379
H -3.693 0.248 -2.938
Mn 1.556 0.661 -2.288
H -4.066 2.422 1.112
O -0.130 -5.433 -1.661
C 4.219 -1.648 -2.144
C 4.505 -2.600 -3.313
C -1.348 5.134 1.833
O -0.987 3.103 3.703
H 0.756 -9.209 -1.733
H 2.367 -6.199 -1.096
H -6.910 2.261 2.007
H -0.033 3.759 6.271
H -1.720 -3.880 -0.276
C 0.214 -8.370 0.643
H 0.983 5.949 1.787
H -0.731 -8.790 0.293
C -5.985 2.315 -0.024
H 6.634 0.114 -2.750
C -6.502 1.613 1.235
C -5.951 2.860 -3.049
C -1.820 -4.678 0.460
H 4.183 -0.795 -5.332

=====

103
Properties=species:S:1:pos:R:3 method="wB97M-V/def2-TZVPD" e_above_lowest_kj_mol=8.0 homo_ev=-13.616 spin_multiplicity=1 total_charge=+2 lumo_energy_ev=-6.35
H 0.034 -0.343 5.590
C -0.522 5.749 -2.025
H -2.001 -5.997 -1.550
H 3.863 2.463 0.773
N -0.042 -0.269 1.768
H -3.205 -2.108 -0.005
H 4.733 2.253 -1.542
H 2.575 0.712 -4.430
C -3.009 -3.107 -0.399
H 5.179 -1.844 -0.293
H 2.421 -2.688 -3.138
H 0.933 7.075 0.725
C -0.575 3.316 4.342
H 0.797 2.279 -2.325
C -3.336 2.817 -0.377
H 5.146 0.984 -2.682
C -2.271 1.949 -0.628
H -0.725 -5.308 -2.556
C -2.837 2.712 3.847
Si 2.766 0.790 -1.981
H -3.225 2.010 1.878
H -1.188 3.726 -2.216
H 2.388 -4.157 0.647
C 2.354 -3.083 0.840
C 1.858 2.433 -2.128
C -0.085 -6.954 -1.325
H 0.402 -4.472 -0.413
H 0.828 3.111 2.750
C 0.472 6.339 0.080
H -2.068 -0.671 1.877
H 1.386 -2.844 1.282
H 3.091 -0.865 -3.867
C -1.895 3.189 4.746
H 0.172 3.669 5.042
H -3.870 2.597 4.152
C -5.395 -3.611 -1.002
C -1.179 -0.563 3.832
Si 2.721 -2.096 -0.744
C 2.422 -0.032 -3.645
H -2.107 -0.747 4.355
H 0.838 -2.461 -2.427
H -3.067 -3.834 0.411
C -1.153 2.556 2.117
S -1.307 -3.037 -1.033
C -3.698 0.712 -2.139
H -0.226 -7.344 -0.316
C -0.715 4.456 -1.571
H 0.571 4.799 1.554
H 2.108 0.096 4.290
H -1.074 -4.896 0.469
H 3.142 2.534 2.370
C -2.468 2.388 2.550
H -2.189 3.469 5.749
H 1.393 -0.382 -3.735
H -5.389 3.288 -0.733
H 3.866 -1.273 2.720
C -0.318 4.101 -0.284
C -4.577 2.608 -0.952
C -0.946 -5.716 -1.566
H 4.604 0.330 2.774
H -3.172 3.674 0.263
H -5.730 1.365 -2.268
C 0.278 5.045 0.542
C 1.167 -0.078 3.783
Si 2.652 0.369 1.246
C -0.667 -4.649 -0.511
H 3.123 -2.888 1.588
H -3.812 -0.067 -2.882
H 4.835 -3.288 -1.230
H 1.983 3.084 -1.264
H 0.974 -6.729 -1.463
C 4.561 -2.239 -1.099
H -0.838 6.017 -3.025
H 5.070 0.619 -0.961
C -1.165 -0.516 2.456
H 0.242 7.698 -1.561
H -3.949 -2.635 -2.275
C 1.132 -0.042 2.398
H 2.158 2.857 0.933
H -0.353 -7.738 -2.030
As -0.556 2.224 0.265
S -1.073 -0.025 -2.174
H 2.263 2.971 -2.989
C -4.762 1.535 -1.816
C 4.134 -0.405 2.118
H 4.895 -0.720 1.404
H 1.759 -3.951 -2.137
H -6.081 -3.821 -1.821
C -0.208 3.000 3.042
H -5.444 -4.442 -0.298
C 2.156 -0.275 -0.481
C 0.012 -0.332 4.508
C 4.598 1.193 -1.760
C -2.448 0.919 -1.556
C 1.834 -2.866 -2.238
C 2.955 2.233 1.337
O -0.600 -2.068 -0.034
C -3.975 -3.437 -1.534
H 4.834 -1.711 -2.016
C 0.081 6.690 -1.202
H -3.661 -4.356 -2.036
H -5.742 -2.706 -0.500
Ti 0.139 -0.314 -0.226

=====

165
Properties=species:S:1:pos:R:3 method="wB97M-V/def2-TZVPD" homo_ev=-11.336 spin_multiplicity=1 total_charge=+1 lumo_energy_ev=-3.64
H -1.967 6.557 3.903
H 6.741 -0.051 2.617
O -5.356 -1.486 -0.183
H 0.429 -1.645 2.714
H 5.653 -0.348 -9.583
H -7.574 -6.285 -0.320
H 6.304 1.353 6.632
H -3.016 1.853 1.037
H 2.368 3.048 2.565
C -1.869 4.914 1.373
O 8.391 -0.605 5.239
H 11.994 -0.661 6.496
C 5.545 -0.197 -8.508
C -4.321 -0.037 -2.734
N -0.985 -0.431 -2.497
C 1.985 -0.090 2.606
H 5.460 3.035 -8.818
C 9.483 1.215 7.211
C -4.998 2.129 -0.817
H -5.793 -5.615 -4.147
H 9.204 -2.770 7.317
C 9.245 -1.768 7.750
C -7.327 -5.235 -0.485
C 1.257 0.331 1.326
H -5.999 1.809 -1.095
H 5.336 -1.166 -8.049
H 3.041 0.694 4.260
H -4.497 -1.082 -2.497
C 1.277 -1.275 3.282
H 11.330 -1.735 5.259
H -2.505 5.635 0.866
O -3.947 -2.029 1.846
Si 4.175 1.026 -8.155
H -6.645 -2.787 -3.560
H -0.669 2.494 -1.815
H 8.538 1.373 7.735
H 10.051 -1.746 8.485
O 4.096 1.351 -6.533
H -2.158 5.653 6.164
H 3.761 1.257 -2.736
H 0.944 2.371 -1.126
C -2.400 3.928 4.956
C -8.572 -6.139 -5.718
H -9.105 -6.149 -6.671
H -11.712 -5.539 -5.351
H 4.562 2.363 -10.185
H -4.987 -5.758 -2.579
H 1.718 0.954 -8.501
H -5.373 -0.006 2.670
C 3.039 2.236 2.841
H -2.980 -2.061 1.877
H 0.968 -1.083 4.303
C -2.281 -2.219 -0.922
C 3.924 1.782 -3.681
C 1.135 1.598 4.380
H 1.373 0.488 -5.314
C -0.561 2.733 1.051
H -1.954 3.361 4.140
Si -9.459 -5.043 -4.487
H 0.201 5.415 1.208
H 0.505 0.822 4.794
H -4.820 3.072 -1.331
H -9.874 -2.600 -4.397
H -8.510 -7.164 -5.349
C -0.874 1.280 0.704
H -9.986 -3.203 -6.057
N -1.891 -0.948 -0.301
C -0.211 5.397 3.302
H 6.497 0.165 -8.114
O -0.714 -3.797 -0.085
Si 3.850 0.578 -5.109
H 6.672 1.969 5.017
H -8.402 -2.952 -5.313
C -1.010 -3.104 -1.014
H 1.562 2.127 5.233
H -0.691 4.686 5.999
P -3.656 1.001 -1.361
C -2.390 0.541 2.452
C 6.146 1.185 5.565
O -0.119 0.491 1.643
C -1.446 3.814 0.400
C 2.555 0.297 -8.749
H -0.219 -0.980 -2.850
H -0.750 6.781 1.764
H 5.077 1.282 5.362
H -0.482 6.797 4.871
H -2.687 -2.147 -1.932
Si 6.762 -0.510 5.054
H 5.042 -1.192 -3.856
C -1.545 5.091 5.460
H 10.294 1.327 7.932
C 6.282 -0.796 3.270
H 0.495 1.392 -2.463
H 1.971 -2.110 3.330
H 6.290 -2.797 5.884
H 3.159 2.556 -3.780
H -6.355 -5.038 -0.027
H 2.574 0.164 -9.832
C 2.312 1.079 3.545
C -2.996 -0.043 0.089
H 3.667 1.881 2.027
C 4.512 2.586 -9.118
C -2.360 0.085 3.575
H 4.830 -1.795 5.920
H -2.333 3.419 -0.096
H -11.799 -4.967 -3.680
H -11.301 -6.630 -4.022
H 8.304 -1.583 8.273
C -5.938 -5.890 -3.100
H 2.372 -0.678 -8.292
H 6.597 -1.786 2.934
H 0.474 2.995 0.865
H 2.100 -1.037 -5.838
C 5.152 -0.735 -4.842
C 0.125 1.800 -1.535
H -6.008 -0.824 -0.447
C -1.111 6.070 4.364
C 5.906 -1.799 6.107
H -8.073 -4.624 0.026
H 9.585 1.997 6.454
H -6.208 -6.947 -3.061
H 1.433 -0.490 0.621
H 1.719 1.215 0.886
H 5.072 -1.525 -5.591
H 6.153 -0.304 -4.909
C -9.427 -3.281 -5.123
H 4.899 2.271 -3.633
H -7.587 -2.386 -2.113
H 0.825 5.704 3.438
H -5.879 -2.825 -1.967
H -2.146 -0.280 4.539
C 11.243 -0.745 5.709
H -1.647 -0.087 -3.167
C -6.801 -3.035 -2.506
H 3.722 2.652 3.579
O -8.728 -5.132 -3.008
H 2.944 -0.471 2.252
H -0.267 4.324 3.468
H -7.556 -5.782 -5.902
H -2.449 4.508 2.202
H 5.196 -0.727 3.158
H -4.962 2.354 0.241
Si -7.271 -4.840 -2.307
H -0.698 2.796 2.124
N -0.429 0.804 -0.626
H 1.957 -0.680 -4.109
H -0.893 4.317 -0.393
C -2.361 0.987 1.060
H -5.292 0.376 -3.005
H 0.592 2.350 3.815
H 6.066 -1.604 7.170
C -1.087 -0.162 -1.161
C -0.625 5.705 1.857
H -3.396 4.244 4.651
H -0.386 -3.085 -1.929
C 2.157 -0.242 -5.093
H 3.721 3.323 -8.962
H -3.728 0.022 -3.641
P -4.447 -0.808 0.951
H -2.970 -2.806 -0.327
H 11.467 0.000 4.943
C -11.236 -5.598 -4.371
H -2.557 3.224 5.771
N -5.306 0.236 1.687
Si 9.539 -0.482 6.422